No. 1
{
  "formula": "C46H61BGeHfN6O",
  "method": "ωB97M-V/def2-TZVPD",
  "e_above_lowest_kcal_mol": 27.6,
  "charge": 3,
  "spin_multiplicity": 2,
  "energy_ha": -4342.1261,
  "max_force_ev_per_a": 2.872,
  "symbols": ["Hf", "C", "C", "C", "C", "C", "C", "C", "C", "C", "N", "N", "B", "N", "N", "C", "C", "C", "C", "C", "C", "C", "C", "C", "N", "N", "C", "C", "C", "C", "C", "C", "C", "C", "C", "H", "H", "H", "H", "H", "H", "H", "H", "H", "H", "H", "H", "H", "H", "H", "H", "H", "H", "H", "H", "H", "H", "H", "H", "H", "H", "H", "H", "H", "H", "H", "H", "H", "H", "H", "H", "H", "H", "H", "H", "H", "H", "H", "H", "H", "H", "O", "C", "C", "C", "C", "C", "C", "C", "Ge", "C", "C", "C", "C", "C", "C", "C", "C", "C", "C", "C", "C", "H", "H", "H", "H", "H", "H", "H", "H", "H", "H", "H", "H", "H", "H", "H"],
  "coordinates": [[-0.222, -0.529, -0.422], [0.183, -2.750, 3.959], [-0.688, -1.961, 3.024], [-2.081, -1.810, 3.640], [-0.157, -0.558, 2.792], [-0.107, 0.401, 3.780], [0.245, 1.622, 3.139], [0.204, 3.007, 3.707], [-0.515, 3.928, 2.779], [1.658, 3.494, 4.045], [0.457, 1.337, 1.873], [0.155, -0.014, 1.631], [1.268, 2.048, 0.835], [0.346, 2.495, -0.366], [-0.717, 1.626, -0.564], [-1.576, 2.253, -1.380], [-1.143, 3.533, -1.632], [0.154, 3.619, -1.031], [1.028, 4.748, -1.361], [0.463, 6.099, -0.869], [2.511, 4.614, -0.914], [-2.865, 1.633, -1.797], [-2.833, 0.167, -1.527], [-4.007, 2.317, -1.090], [2.280, 0.900, 0.310], [1.800, 0.248, -0.841], [2.892, -0.170, -1.549], [4.042, 0.113, -0.779], [3.611, 0.803, 0.374], [4.497, 1.338, 1.466], [4.372, 0.589, 2.760], [4.481, 2.828, 1.733], [2.707, -0.715, -2.929], [3.346, -2.082, -3.272], [1.237, -0.688, -3.301], [-0.307, -3.810, 3.988], [0.327, -2.297, 4.913], [1.171, -2.832, 3.569], [-0.691, -2.458, 2.061], [-2.049, -1.122, 4.535], [-2.387, -2.802, 4.025], [-2.749, -1.407, 2.935], [-0.383, 0.197, 4.806], [-0.384, 2.882, 4.629], [0.054, 4.255, 1.880], [-0.745, 4.876, 3.277], [-1.421, 3.492, 2.331], [2.135, 3.789, 3.144], [2.203, 2.687, 4.536], [1.619, 4.401, 4.693], [1.932, 2.931, 1.299], [-1.599, 4.273, -2.308], [1.015, 4.795, -2.457], [0.729, 6.303, 0.204], [-0.568, 6.243, -0.938], [0.843, 6.827, -1.586], [2.577, 4.862, 0.160], [3.184, 5.310, -1.411], [2.861, 3.634, -1.041], [-2.978, 1.811, -2.856], [-2.606, 0.027, -0.407], [-2.052, -0.383, -2.044], [-3.760, -0.375, -1.670], [-3.849, 2.494, -0.018], [-4.961, 1.806, -1.199], [-4.195, 3.307, -1.541], [5.045, -0.030, -1.066], [5.511, 1.122, 1.063], [3.441, 0.892, 3.346], [5.268, 0.825, 3.426], [4.348, -0.504, 2.654], [3.904, 3.011, 2.636], [4.138, 3.396, 0.905], [5.478, 3.132, 2.015], [3.245, 0.023, -3.520], [2.996, -2.898, -2.603], [4.433, -1.967, -3.305], [3.025, -2.313, -4.314], [0.707, -1.496, -2.756], [1.094, -1.016, -4.321], [0.762, 0.325, -3.216], [-3.408, 1.883, 3.163], [-2.996, 1.323, 2.279], [-1.637, -2.763, -6.145], [-0.557, -3.429, -5.652], [-0.461, -3.509, -4.252], [-1.451, -2.906, -3.403], [-2.546, -2.226, -3.944], [-2.580, -2.143, -5.345], [-1.514, -3.038, -1.541], [-0.041, -3.831, -0.478], [-0.177, -4.963, 0.350], [0.944, -5.388, 1.082], [2.047, -4.613, 1.197], [2.123, -3.422, 0.511], [1.055, -3.040, -0.329], [-3.204, -3.093, -0.642], [-4.388, -3.399, -1.325], [-5.624, -3.283, -0.738], [-5.645, -2.791, 0.567], [-4.481, -2.568, 1.343], [-3.254, -2.743, 0.705], [-1.825, -2.616, -7.209], [0.130, -3.954, -6.288], [0.364, -4.098, -3.831], [-3.311, -1.785, -3.331], [-3.384, -1.705, -5.878], [-1.094, -5.574, 0.357], [0.835, -6.316, 1.636], [2.874, -4.958, 1.855], [2.959, -2.751, 0.613], [1.290, -2.217, -0.977], [-4.344, -3.794, -2.349], [-6.549, -3.534, -1.317], [-6.611, -2.636, 1.055], [-4.576, -2.262, 2.341], [-2.349, -2.556, 1.245]]
}

***

No. 2
{
  "formula": "C46H62N4O2P2SSiV",
  "method": "ωB97M-V/def2-TZVPD",
  "e_above_lowest_kcal_mol": 0.0,
  "charge": -1,
  "spin_multiplicity": 3,
  "energy_ha": -4474.1780,
  "max_force_ev_per_a": 1.550,
  "symbols": ["V", "N", "C", "S", "N", "N", "C", "C", "C", "C", "C", "C", "C", "O", "H", "H", "H", "H", "H", "H", "H", "C", "Si", "C", "C", "C", "C", "C", "C", "P", "C", "C", "C", "C", "C", "C", "C", "C", "C", "C", "C", "C", "C", "C", "C", "C", "C", "C", "P", "C", "C", "C", "C", "C", "C", "C", "C", "C", "C", "C", "C", "H", "H", "H", "H", "H", "H", "H", "H", "H", "H", "H", "H", "H", "H", "H", "H", "H", "H", "H", "H", "H", "H", "H", "H", "H", "H", "H", "H", "H", "H", "H", "H", "H", "H", "H", "H", "H", "H", "H", "H", "H", "H", "H", "H", "H", "H", "H", "H", "H", "H", "H", "H", "H", "H", "H", "O", "C", "N"],
  "coordinates": [[-0.869, -0.677, 0.467], [-3.627, 0.608, 3.942], [-3.285, -0.332, 2.978], [-3.080, -1.969, 3.489], [-3.145, 0.208, 1.784], [-2.827, -0.747, 0.779], [-3.739, -1.604, 0.519], [-3.537, -2.744, -0.352], [-4.638, -3.462, -0.833], [-4.472, -4.582, -1.619], [-3.166, -5.009, -1.909], [-2.068, -4.333, -1.427], [-2.236, -3.178, -0.638], [-1.176, -2.548, -0.195], [-3.353, 0.329, 4.871], [-3.426, 1.563, 3.692], [-4.704, -1.463, 0.999], [-5.634, -3.118, -0.574], [-5.328, -5.125, -1.996], [-3.015, -5.890, -2.522], [-1.054, -4.649, -1.647], [-1.884, -0.914, -3.120], [-0.460, -0.548, -1.941], [0.848, -1.867, -2.448], [0.949, -2.405, -3.738], [1.744, -3.513, -4.006], [2.455, -4.121, -2.980], [2.387, -3.601, -1.695], [1.602, -2.482, -1.429], [1.449, -1.671, 0.198], [2.949, -0.603, 0.291], [2.682, 0.790, -0.301], [3.977, 1.584, -0.564], [5.088, 1.134, 0.378], [5.439, -0.337, 0.099], [4.217, -1.134, -0.388], [1.726, -2.871, 1.572], [3.107, -3.491, 1.823], [3.187, -3.940, 3.294], [1.840, -4.473, 3.816], [1.021, -5.056, 2.673], [0.651, -3.975, 1.641], [0.141, 1.153, -2.543], [0.759, 1.365, -3.786], [1.137, 2.630, -4.201], [0.893, 3.725, -3.373], [0.277, 3.536, -2.149], [-0.109, 2.260, -1.715], [-0.954, 1.911, -0.095], [-2.648, 2.628, -0.185], [-2.874, 4.143, -0.356], [-3.095, 4.644, -1.789], [-4.094, 3.780, -2.551], [-3.634, 2.328, -2.548], [-3.564, 1.802, -1.116], [-0.062, 2.868, 1.213], [-0.994, 3.047, 2.429], [-0.221, 3.540, 3.650], [0.516, 4.837, 3.332], [1.454, 4.635, 2.144], [0.698, 4.158, 0.901], [-1.625, -0.585, -4.134], [-2.796, -0.389, -2.824], [-2.110, -1.984, -3.147], [0.367, -1.975, -4.548], [1.792, -3.916, -5.010], [3.058, -4.999, -3.178], [2.943, -4.076, -0.899], [3.119, -0.496, 1.371], [2.026, 1.343, 0.368], [2.138, 0.684, -1.239], [3.780, 2.654, -0.469], [4.304, 1.426, -1.597], [4.747, 1.247, 1.413], [5.974, 1.763, 0.277], [5.835, -0.801, 1.007], [6.232, -0.394, -0.652], [4.381, -2.196, -0.230], [4.088, -1.020, -1.469], [1.551, -2.198, 2.423], [3.922, -2.799, 1.629], [3.252, -4.351, 1.163], [3.503, -3.089, 3.903], [3.963, -4.704, 3.398], [1.270, -3.665, 4.283], [2.009, -5.218, 4.596], [0.104, -5.516, 3.045], [1.598, -5.855, 2.194], [-0.313, -3.533, 1.893], [0.528, -4.429, 0.655], [0.965, 0.515, -4.431], [1.626, 2.768, -5.158], [1.185, 4.721, -3.686], [0.096, 4.399, -1.524], [-2.978, 2.356, 0.820], [-2.081, 4.713, 0.129], [-3.787, 4.378, 0.207], [-2.161, 4.647, -2.348], [-3.436, 5.683, -1.748], [-4.213, 4.153, -3.572], [-5.078, 3.846, -2.070], [-2.651, 2.260, -3.027], [-4.311, 1.702, -3.135], [-3.269, 0.755, -1.099], [-4.574, 1.830, -0.691], [0.688, 2.141, 1.528], [-1.496, 2.102, 2.641], [-1.771, 3.783, 2.180], [0.500, 2.770, 3.947], [-0.897, 3.671, 4.498], [1.065, 5.203, 4.202], [-0.217, 5.612, 3.072], [2.203, 3.877, 2.409], [2.000, 5.553, 1.913], [1.409, 3.993, 0.090], [0.019, 4.953, 0.572], [0.856, 0.036, 4.384], [0.420, -0.043, 3.277], [0.030, -0.081, 2.154]]
}